Molecular formula: C43H125N19NaO21V
Method: DFT, ωB97M-V/def2-TZVPD

```
! RIJCOSX wB97M-V def2-TZVPD def2/J DEFGRID3
* xyz 1 2
Na -1.659 -1.123 -3.739
O 0.789 2.749 -2.424
V -0.320 1.607 -2.556
C 0.383 -0.010 0.442
C -0.542 -0.665 -0.508
C -1.915 -0.647 0.015
O -0.425 -0.098 -1.838
H -0.005 -0.225 1.410
H 0.404 1.072 0.356
H 1.417 -0.345 0.422
H -0.312 -1.754 -0.629
H -1.895 -1.244 0.931
H -2.700 -0.953 -0.659
H -2.187 0.397 0.277
C -2.218 1.056 -6.191
C -1.659 2.093 -5.201
C -2.460 3.362 -5.450
O -1.739 1.541 -3.884
H -2.374 1.461 -7.169
H -3.189 0.826 -5.775
H -1.665 0.150 -6.106
H -0.595 2.323 -5.427
H -2.304 3.582 -6.489
H -2.135 4.205 -4.823
H -3.487 3.041 -5.238
C 2.029 0.003 4.559
C 2.844 -1.031 3.822
C 3.365 -0.451 2.527
O 4.622 0.102 2.770
C 5.490 0.388 1.716
N 3.911 -1.565 4.665
H 1.038 0.198 4.114
H 2.573 0.904 4.800
H 1.815 -0.446 5.557
H 2.199 -1.916 3.569
H 2.686 0.302 2.082
H 3.558 -1.214 1.770
H 6.340 0.851 2.239
H 5.019 1.107 0.965
H 5.799 -0.532 1.185
H 3.477 -1.646 5.557
H 4.651 -0.840 4.772
C -6.181 0.126 -2.160
C -5.499 -0.463 -3.369
C -6.087 0.305 -4.546
O -4.126 -0.407 -3.332
H -7.237 0.076 -2.277
H -5.935 1.210 -2.115
H -5.883 -0.311 -1.194
H -5.709 -1.523 -3.522
H -7.165 0.320 -4.594
H -5.678 -0.034 -5.477
H -5.902 1.406 -4.455
H -3.867 0.372 -2.823
C -2.285 -2.743 3.479
C -2.607 -2.575 4.956
C -1.375 -2.800 5.852
O -3.092 -1.259 5.241
H -3.105 -2.563 2.820
H -1.994 -3.783 3.249
H -1.437 -2.070 3.194
H -3.381 -3.247 5.280
H -0.564 -2.092 5.691
H -1.030 -3.835 5.730
H -1.720 -2.780 6.895
H -2.272 -0.700 5.143
C 1.018 5.733 0.031
C 1.148 5.002 1.403
C 1.906 3.697 1.242
O 2.067 5.779 2.248
H 0.367 5.065 -0.563
H 1.958 5.888 -0.492
H 0.470 6.680 0.079
H 0.188 4.824 1.916
H 2.889 3.826 0.771
H 1.417 3.030 0.533
H 2.022 3.072 2.114
H 1.925 5.637 3.175
C -2.545 -5.809 -2.808
C -3.356 -4.525 -2.881
C -3.570 -3.841 -1.553
O -2.650 -3.600 -3.713
H -2.959 -6.532 -2.115
H -1.569 -5.549 -2.431
H -2.436 -6.392 -3.733
H -4.371 -4.678 -3.269
H -3.935 -4.583 -0.870
H -4.248 -3.011 -1.613
H -2.573 -3.481 -1.207
H -2.800 -3.812 -4.625
C -7.001 1.338 3.454
C -6.240 0.086 4.030
C -6.424 -1.293 3.255
O -4.918 0.422 4.138
H -7.015 2.156 4.187
H -8.024 1.079 3.195
H -6.548 1.696 2.520
H -6.666 -0.022 5.043
H -5.953 -1.997 3.910
H -5.953 -1.253 2.246
H -7.445 -1.553 3.050
H -4.407 -0.336 4.499
C 3.189 -6.793 -0.927
C 3.335 -5.373 -1.274
C 4.720 -5.074 -1.935
O 2.386 -4.998 -2.298
H 3.241 -7.460 -1.813
H 2.261 -7.074 -0.430
H 4.075 -7.157 -0.381
H 3.203 -4.648 -0.399
H 5.000 -5.901 -2.635
H 5.529 -5.150 -1.158
H 4.795 -4.117 -2.544
H 1.469 -5.161 -2.051
C -0.280 -4.320 1.162
C -0.392 -5.647 1.931
C -1.703 -6.363 1.642
O 0.723 -6.396 1.336
H -0.151 -4.518 0.075
H 0.504 -3.779 1.642
H -1.180 -3.691 1.352
H -0.290 -5.560 2.989
H -1.866 -6.202 0.591
H -2.612 -6.084 2.254
H -1.589 -7.418 1.824
H 0.812 -7.324 1.583
C 4.265 -1.100 -3.197
C 4.796 -0.213 -2.128
C 6.290 -0.228 -2.184
O 4.426 1.136 -2.229
H 4.786 -0.774 -4.137
H 3.184 -0.975 -3.424
H 4.517 -2.143 -2.953
H 4.454 -0.654 -1.201
H 6.772 0.103 -1.250
H 6.764 0.389 -2.966
H 6.626 -1.237 -2.328
H 3.479 1.358 -2.086
C -1.325 1.421 3.626
O -1.342 0.957 4.846
N -0.272 2.133 3.058
N -2.390 1.186 2.763
H 0.476 2.518 3.618
H -0.575 2.636 2.284
H -2.464 1.637 1.857
H -3.269 1.087 3.267
C -2.574 3.147 -1.344
O -1.597 2.310 -1.174
N -3.348 3.123 -2.438
N -2.775 3.995 -0.327
H -3.639 4.039 -2.764
H -2.961 2.541 -3.156
H -3.511 4.664 -0.452
H -2.083 4.216 0.395
C 1.608 0.933 -4.791
O 0.788 0.443 -3.990
N 2.014 0.146 -5.949
N 2.192 2.168 -4.681
H 2.717 0.550 -6.574
H 1.533 -0.673 -6.266
H 2.781 2.514 -5.389
H 1.990 2.802 -3.899
C 1.224 2.793 6.313
O 1.079 3.382 5.190
N 2.358 3.085 7.137
N 0.332 1.844 6.832
H 2.243 2.971 8.146
H 2.792 3.989 6.869
H 0.528 1.266 7.661
H -0.486 1.628 6.303
C -0.002 6.036 -3.389
O -1.110 5.682 -2.988
N 1.117 5.262 -3.255
N 0.057 7.167 -4.220
H 1.062 4.633 -2.475
H 2.065 5.514 -3.555
H 0.915 7.530 -4.567
H -0.775 7.703 -4.174
C 0.341 -3.082 -4.307
O -0.435 -2.446 -5.063
N 1.218 -4.022 -4.729
N 0.398 -2.848 -2.891
H 1.904 -4.465 -4.122
H 1.076 -4.355 -5.661
H 0.350 -1.863 -2.613
H 1.085 -3.358 -2.377
C 4.821 4.709 -2.318
O 4.135 4.375 -3.318
N 5.398 3.814 -1.499
N 4.727 6.031 -1.897
H 5.894 4.164 -0.682
H 5.538 2.880 -1.952
H 5.516 6.476 -1.453
H 4.387 6.569 -2.712
C 4.998 -4.358 2.241
O 5.616 -5.249 1.652
N 5.616 -3.291 2.683
N 3.650 -4.377 2.511
H 5.343 -2.635 3.406
H 6.577 -3.446 2.437
H 3.123 -5.206 2.333
H 3.508 -3.883 3.378
C -1.867 5.912 3.201
O -2.226 5.160 2.320
N -2.334 7.221 3.300
N -1.002 5.437 4.181
H -1.995 7.798 4.037
H -2.982 7.552 2.644
H -0.700 4.485 4.172
H -0.849 5.881 5.046
*
```

Properties
- Electronic energy: -5440.40575 hartree
- Largest force on an atom: 4.113 eV/A
- Kohn-Sham gap (alpha / beta): 0.3469 / 0.3526 hartree
- HOMO energy (alpha / beta): -10.77 / -10.92 eV